# 1
A 8-piece molecular cluster, C52H121F3N6O8S overall at a distorted geometry, computed with wB97M-V/def2-TZVPD.

Calculated values
- Charge: +5
- LUMO (alpha / beta): -0.37164 / -0.51364 hartree
- Multiplicity: 2
- E_HOMO (alpha / beta): -17.300 / -17.300 eV
- HOMO-LUMO gap (alpha / beta): 7.2 / 3.3 eV
- Electronic energy: -100138.427 eV

Last column: Löwdin spin population.
Atoms and positions in Å:
C -7.285280 -0.074830 7.976490  0.03
C -7.762150 0.046880 6.497150  0.11
O -7.901680 1.315200 5.982730  0.77
H -6.509120 0.651170 8.218560  0.00
H -6.839190 -1.056950 8.133180  0.00
H -8.171170 0.081170 8.592080  0.00
H -8.671800 -0.539560 6.367750  0.01
H -7.053100 -0.566070 5.940700  0.06
C -3.822960 7.673070 14.122310  0.00
C -4.946810 6.962600 13.232900  0.00
C -4.715580 5.479210 13.518820  0.00
C -5.671660 4.562800 12.750650  0.00
N -5.764280 3.005370 13.072380  0.00
C -6.948540 2.542960 12.274080  0.00
C -6.714310 1.062070 11.992870  0.00
C -5.268060 0.799250 12.327530  0.00
C -4.638080 2.161930 12.433850  0.00
C -5.872490 2.836250 14.612300  0.00
H -4.011580 7.505870 15.182760  0.00
H -3.851000 8.714800 13.802740  0.00
H -2.893100 7.178240 13.841950  0.00
H -4.904010 7.179510 12.165560  0.00
H -5.960040 7.253900 13.509670  0.00
H -4.624590 5.405150 14.602490  0.00
H -3.689890 5.223330 13.253130  0.00
H -5.510190 4.597090 11.673220  0.00
H -6.700230 4.889960 12.902660  0.00
H -7.802680 2.637910 12.944550  0.00
H -7.124740 2.936680 11.273060  0.00
H -7.442350 0.496830 12.574720  0.00
H -6.880540 0.789270 10.950730  0.00
H -5.171720 0.178490 13.218300  0.00
H -4.924270 0.287570 11.428590  0.00
H -3.801680 2.263070 13.125450  0.00
H -4.292580 2.620510 11.507330  0.00
H -5.862020 1.783900 14.896130  0.00
H -6.710490 3.358100 15.074390  0.00
H -5.008780 3.266260 15.119450  0.00
C -10.868410 -0.808460 11.838400  0.00
C -10.420320 -2.107150 11.330020  0.00
C -8.984800 -2.472330 11.521760  0.00
C -8.685750 -3.967760 11.596590  0.00
N -7.142460 -4.283360 11.736030  0.00
C -7.012330 -5.832360 11.854060  0.00
C -6.161930 -6.008030 13.122070  0.00
C -5.476850 -4.693030 13.412630  0.00
C -6.379250 -3.591930 12.920810  0.00
C -6.248130 -3.846880 10.562020  0.00
H -10.111510 -0.055420 11.619040  0.00
H -11.027760 -0.935600 12.909170  0.00
H -11.820320 -0.362850 11.549610  0.00
H -10.641600 -2.010570 10.267090  0.00
H -11.018830 -2.903710 11.772020  0.00
H -8.692580 -2.011520 12.465360  0.00
H -8.239780 -2.000990 10.880760  0.00
H -9.056490 -4.525760 10.736770  0.00
H -9.093380 -4.354150 12.530740  0.00
H -6.466490 -6.317070 11.044600  0.00
H -7.973450 -6.342220 11.787860  0.00
H -5.405220 -6.792280 13.143160  0.00
H -6.828290 -6.241370 13.952510  0.00
H -4.465430 -4.749410 13.010190  0.00
H -5.398550 -4.637790 14.498410  0.00
H -5.977920 -2.611740 12.663400  0.00
H -7.189890 -3.324870 13.598780  0.00
H -6.267560 -2.762800 10.450230  0.00
H -6.688410 -4.350580 9.701480  0.00
H -5.231960 -4.190140 10.756110  0.00
C -14.735930 0.445970 4.456380  0.00
C -13.869400 0.623140 3.189990  0.00
C -12.393810 0.462570 3.386120  0.00
C -11.608570 0.416830 2.024870  0.00
N -10.090500 0.330740 2.247270  0.00
C -9.441750 -0.128690 0.915120  0.00
C -8.466270 -1.173160 1.279590  0.00
C -8.197880 -1.051350 2.845310  0.00
C -9.653760 -0.692510 3.288700  0.00
C -9.436990 1.642590 2.679280  0.00
H -14.355110 0.926270 5.357700  0.00
H -14.745240 -0.628680 4.638410  0.00
H -15.807220 0.629080 4.373280  0.00
H -14.009410 1.556400 2.644530  0.00
H -14.231500 -0.127650 2.487640  0.00
H -12.169660 -0.501890 3.841850  0.00
H -12.062240 1.222760 4.093410  0.00
H -11.915530 1.294450 1.455970  0.00
H -11.778920 -0.484020 1.435330  0.00
H -9.034780 0.776170 0.463780  0.00
H -10.175530 -0.427630 0.166590  0.00
H -7.552040 -1.131670 0.687490  0.00
H -8.885610 -2.169630 1.140690  0.00
H -7.484460 -0.246040 3.020250  0.00
H -7.870330 -1.944450 3.377480  0.00
H -9.766480 -0.377990 4.326230  0.00
H -10.227450 -1.599260 3.096930  0.00
H -8.352550 1.678300 2.575350  0.00
H -9.823310 1.761910 3.691510  0.00
H -9.838280 2.299040 1.907170  0.00
C -1.504830 2.560330 3.861150  0.00
O -2.753030 1.988470 4.327290  0.00
C -2.909270 2.115500 5.749440  0.00
C -4.368240 1.779150 6.165000  0.00
N -5.429630 2.755740 5.581360  0.00
H -6.361850 2.458460 5.831740  0.00
H -5.433430 3.658830 6.033580  0.00
C -5.453760 3.055930 4.048830  0.00
C -6.658940 3.931740 3.533120  0.00
O -6.680490 4.994280 4.374460  0.00
C -7.792890 5.818140 4.365620  0.00
H -1.470670 3.621490 4.107840  0.00
H -1.447000 2.508760 2.773910  0.00
H -0.632240 2.069540 4.292220  0.00
H -2.702800 3.149810 6.024520  0.00
H -2.145000 1.502610 6.227320  0.00
H -4.451270 1.811160 7.251360  0.00
H -4.598190 0.788880 5.771830  0.00
H -5.411370 2.073550 3.578460  0.00
H -4.518980 3.544900 3.774640  0.00
H -7.583960 3.380850 3.703270  0.00
H -6.579680 4.251680 2.494150  0.00
H -7.479220 6.732420 4.869410  0.00
H -8.595730 5.274950 4.864110  0.00
H -8.050500 6.055930 3.333540  0.00
C -4.820050 -2.253210 3.827030  0.00
C -5.275310 -3.042920 5.040990  0.00
N -4.650840 -4.486740 5.249270  0.00
C -3.131510 -4.284600 5.480040  0.00
C -5.270830 -5.198550 6.492130  0.00
C -5.080420 -6.729030 6.683260  0.00
C -4.862970 -5.375150 3.986650  0.00
C -6.372690 -5.729570 3.775940  0.00
O -6.996070 -4.633360 3.209160  0.00
C -8.392780 -4.743950 2.974570  0.00
H -5.165870 -2.752420 2.921880  0.00
H -3.756970 -2.035830 3.723540  0.00
H -5.357720 -1.321660 3.650300  0.00
H -6.346800 -3.242910 5.045800  0.00
H -5.047880 -2.518210 5.968920  0.00
H -2.677010 -5.270790 5.385440  0.00
H -2.918690 -4.006990 6.512380  0.00
H -2.741000 -3.764370 4.605420  0.00
H -6.298360 -4.838330 6.441810  0.00
H -4.750140 -4.737750 7.331560  0.00
H -5.696930 -7.077950 7.511680  0.00
H -4.025010 -6.936350 6.859960  0.00
H -5.463560 -7.277930 5.823020  0.00
H -4.223110 -6.227520 4.214990  0.00
H -4.421640 -4.810860 3.165130  0.00
H -6.860250 -6.122850 4.667980  0.00
H -6.545870 -6.568560 3.102000  0.00
H -8.814180 -3.761420 2.762090  0.00
H -8.785950 -5.008820 3.956070  0.00
H -8.587400 -5.433240 2.152920  0.00
C -11.337730 0.675810 7.278010  0.00
C -11.936190 2.008620 7.804320  0.00
N -10.927090 3.221370 7.687630  0.00
C -9.662370 2.912910 8.539590  0.00
C -10.624160 3.551240 6.193090  0.00
C -11.845320 4.016820 5.286720  0.00
C -11.697610 4.415810 8.335890  0.00
C -10.847310 5.695220 8.384460  0.00
O -10.906690 6.327670 7.048930  0.00
C -10.401540 7.625590 7.178280  0.00
H -10.582290 0.174090 7.882730  0.00
H -10.845370 0.816060 6.315710  0.00
H -12.167130 0.047040 6.954240  0.00
H -12.290350 1.832770 8.820070  0.00
H -12.787120 2.241110 7.164030  0.00
H -9.937830 3.060330 9.583860  0.00
H -8.789130 3.525410 8.315120  0.00
H -9.366330 1.901750 8.260280  0.00
H -10.269070 2.609450 5.774710  0.00
H -9.781120 4.232360 6.077080  0.00
H -12.787770 3.517940 5.512580  0.00
H -11.742090 3.857680 4.213350  0.00
H -12.070400 5.077540 5.397750  0.00
H -11.773890 4.140700 9.387840  0.00
H -12.630580 4.710190 7.855240  0.00
H -9.839330 5.558710 8.776190  0.00
H -11.278610 6.397470 9.097850  0.00
H -11.064750 8.247180 7.779840  0.00
H -10.259560 8.048560 6.183770  0.00
H -9.411460 7.741610 7.619170  0.00
C -3.422830 -0.675700 8.851950  0.00
F -4.226650 -1.466390 8.172340  0.00
F -2.506800 -0.254150 8.069670  0.00
F -4.127300 0.379990 9.366520  0.00
S -2.608450 -1.525470 10.399120  0.00
O -1.890790 -0.423260 11.129950  0.00
O -3.720170 -2.124040 11.184580  0.00
O -1.698370 -2.548520 9.833560  0.00

Force components x, y, z for each atom (eV/Å):
C -0.2 0.5 -0.8
C -0.2 -0.1 1.2
O 0.3 -0.9 0.1
H -0.1 0.1 0.0
H -0.3 0.0 0.1
H 0.2 -0.1 0.4
H -0.4 0.0 -0.1
H 0.6 0.4 -0.8
C -1.5 -0.4 -2.0
C 0.7 -0.2 1.1
C 0.6 -0.7 -0.4
C -0.4 -0.5 0.8
N 0.5 2.2 -0.9
C -1.1 -1.5 1.0
C -1.1 -0.2 0.5
C 0.3 -0.8 -0.9
C 0.4 0.8 1.9
C 0.5 -0.4 -0.4
H -0.1 0.3 -0.1
H 0.5 0.0 0.6
H 0.2 0.4 0.1
H 0.6 0.1 0.0
H 0.0 0.1 0.4
H -1.0 -0.5 0.1
H 0.1 0.0 -0.5
H 0.3 0.0 0.0
H -0.1 0.1 0.2
H -0.2 0.5 -0.5
H 0.5 1.4 0.6
H 0.3 -0.3 0.1
H -0.2 0.3 -0.1
H 0.4 0.1 -0.2
H 0.9 -0.3 0.8
H 0.1 -0.4 -0.1
H -0.5 0.0 -0.1
H -0.3 0.0 -0.4
H -0.4 -0.1 -0.7
H 0.3 0.1 -0.7
C 0.0 1.6 2.1
C -1.0 -1.2 -2.3
C 1.7 0.3 1.1
C 1.5 0.6 0.6
N 0.5 0.4 -1.5
C 1.2 0.0 0.5
C -1.1 -0.5 0.9
C 0.5 -0.1 0.8
C -1.9 -0.7 0.2
C -1.5 -0.6 -0.1
H 0.2 0.3 0.3
H 0.5 0.6 0.3
H -0.1 -0.7 -0.7
H 0.0 -1.0 -0.4
H -0.3 -0.1 -0.3
H 0.1 -0.3 0.6
H -0.4 0.2 -0.8
H 0.1 0.0 0.1
H -0.2 -0.3 -0.2
H 0.2 0.9 -0.6
H -0.2 0.5 0.7
H -0.3 -0.2 -0.6
H -0.1 -0.1 0.0
H -0.1 0.8 -0.2
H 0.3 0.3 0.0
H 0.5 -0.5 -0.7
H 0.1 -0.5 0.6
H 0.1 -0.2 0.1
H 0.3 0.1 -0.3
H -0.1 0.2 0.0
C 0.3 -0.9 -0.2
C -1.3 0.2 -0.6
C 1.0 -1.3 -0.5
C -0.2 0.3 1.8
N 0.8 0.0 0.0
C -0.6 1.5 -0.1
C 1.6 -1.6 1.4
C -1.4 0.8 -1.0
C 0.9 -0.8 -1.2
C -1.7 -0.6 -1.2
H 0.1 0.3 0.0
H 0.3 -0.2 0.4
H 0.2 0.6 -0.4
H -0.3 0.3 0.3
H 0.1 -0.1 -0.1
H -0.2 -0.1 0.4
H 0.5 0.3 -0.2
H 0.7 0.0 -0.3
H -0.6 0.1 0.3
H 0.4 0.0 0.2
H -0.3 -0.3 0.5
H -0.1 0.1 0.1
H -0.1 0.0 -0.3
H 0.0 0.0 0.3
H 0.1 -0.1 -0.4
H -0.2 0.4 -0.3
H -0.3 0.1 0.2
H -0.2 -0.6 0.2
H 0.3 0.8 -0.2
H 0.0 0.8 0.6
C -0.2 0.3 0.1
O -0.2 0.0 0.4
C -0.3 0.7 -1.2
C 0.8 0.4 -1.1
N 0.3 0.7 -1.1
H -0.5 -0.9 0.1
H 0.8 0.7 0.2
C 0.3 -0.3 -0.8
C 0.5 -1.6 1.4
O 1.9 0.8 1.6
C -0.2 0.4 -0.5
H 0.0 0.1 0.2
H -0.3 -0.4 0.1
H -0.1 -0.2 0.1
H 0.1 0.3 0.2
H -0.4 -0.3 0.5
H -0.2 0.0 -0.1
H -0.3 0.0 0.1
H -0.1 0.0 -0.1
H -0.1 0.0 0.4
H -0.4 -0.5 -0.4
H 0.3 -0.4 -0.3
H -0.5 -0.1 0.1
H -0.5 0.4 0.0
H -0.4 0.2 0.0
C -0.3 -0.7 -1.1
C 0.1 -1.0 1.1
N 0.7 0.3 -0.5
C -0.9 -1.9 -0.8
C 0.4 0.7 0.0
C -0.3 0.9 -1.1
C -0.5 0.3 1.1
C 0.8 -0.8 -0.6
O 0.0 2.1 -0.4
C 0.5 -0.2 0.9
H 0.4 -0.5 -0.1
H -0.1 -0.1 0.3
H -0.1 0.3 1.0
H 0.0 0.2 -0.3
H 0.2 -0.1 0.1
H -0.1 -0.2 0.1
H -0.1 0.9 -0.4
H 0.1 0.6 0.7
H -0.1 -0.5 0.4
H -0.3 0.3 0.1
H 0.2 0.3 0.2
H -0.2 -0.3 0.0
H 0.3 -0.2 0.0
H -0.4 -0.2 -0.4
H -0.3 -0.2 -0.1
H 0.0 0.5 0.6
H 0.9 -0.4 -0.3
H 0.3 0.0 -0.3
H -0.8 -0.6 -0.3
H -0.3 -0.2 0.3
C 0.0 0.8 -0.9
C 1.3 -0.8 -1.1
N -1.3 0.8 0.2
C -0.8 0.0 -1.2
C -0.8 -0.9 -1.1
C -0.1 0.3 1.2
C 2.2 0.9 0.7
C -0.9 0.5 -1.8
O 0.9 -1.6 2.2
C 0.4 1.6 -0.6
H -0.6 -0.1 0.5
H 0.2 0.4 -0.1
H 0.0 -0.4 0.7
H 0.3 0.7 0.1
H 0.1 0.3 0.2
H 0.0 -0.4 -0.1
H -0.5 0.5 -0.3
H -0.2 0.0 0.5
H 0.1 -0.1 0.2
H -0.4 0.2 0.8
H 0.1 -0.3 0.3
H 0.8 -0.2 0.1
H 0.3 0.0 0.2
H -0.7 -0.3 -0.1
H 0.0 -0.9 -0.1
H 0.4 -0.2 -0.5
H -0.5 -0.1 0.1
H -0.2 0.1 -0.2
H -0.5 0.0 0.0
H 0.2 -0.7 0.4
C 1.0 -1.0 4.4
F -1.4 -0.5 -0.8
F 1.3 1.2 -1.7
F -0.5 0.2 -1.0
S 3.0 -0.8 2.4
O -2.4 -1.8 -2.2
O 0.1 1.1 -1.4
O -2.0 1.8 0.0

***

# 2
A 2-piece molecular cluster, C2H5ClS overall, computed with wB97M-V/def2-TZVPD.

Calculated values
- LUMO: 0.00184 hartree
- Structure (SMILES): CC=S.Cl
- E_HOMO: -8.621 eV
- HOMO-LUMO gap: 8.7 eV
- Energy above the lowest of the compared OMol25 structures with the same formula, charge and spin: 0.1820 eV
- Electronic energy: -25512.076 eV

Last column: natural (NBO) charge in e.
Atoms and positions in Å:
C -0.095887 -1.410465 0.351571  -0.69
C 0.538327 -0.248982 -0.306162  -0.24
S 2.103640 -0.137933 -0.688119  0.04
H 0.613947 -2.224076 0.490261  0.23
H -0.495613 -1.105252 1.323135  0.24
H -0.947182 -1.750972 -0.248972  0.23
H -0.124374 0.578005 -0.554104  0.19
Cl -0.380615 3.141044 0.308613  -0.26
H -1.212243 3.158632 -0.676224  0.27

Force components x, y, z for each atom (eV/Å):
C -0.2 -0.2 0.1
C 0.6 0.1 -0.3
S -0.3 0.0 0.1
H -0.1 0.0 0.0
H 0.0 0.0 0.0
H 0.1 0.0 0.1
H 0.0 0.0 0.1
Cl -0.2 0.1 -0.2
H 0.2 0.0 0.2